{"formula": "C3H14O4", "method": "wB97M-V/def2-TZVPD", "elements": ["C", "C", "C", "H", "H", "H", "H", "H", "H", "H", "H", "O", "H", "H", "O", "H", "H", "O", "H", "H", "O"], "xyz": [[1.9412, 0.9290, -2.2231], [2.3604, 0.4038, -0.8008], [3.1546, -0.6871, -0.5946], [0.9509, 0.4373, -2.5867], [2.8203, 1.0266, -2.9431], [1.6666, 2.0175, -2.1496], [1.6464, 0.4846, -0.0082], [2.7677, -1.7079, -0.3102], [4.1519, -0.9239, -0.9037], [-0.5900, -1.5354, -1.0235], [0.7153, -2.1357, -0.8417], [-0.1478, -2.3848, -1.1484], [-1.2583, 0.9303, 2.9736], [-2.1011, 0.5739, 1.7148], [-1.7200, 1.2989, 2.2145], [0.3546, -2.2797, 2.2732], [1.4255, -1.3709, 2.3841], [0.4738, -1.3604, 2.5689], [-6.7651, 2.5539, 0.2131], [-5.4719, 2.0069, 0.6844], [-6.3751, 1.7233, 0.5069]], "multiplicity": 2, "charge": 1, "gap_ev": [5.98, 4.34]}

---

{"formula": "C3H8N", "method": "wB97M-V/def2-TZVPD", "elements": ["C", "C", "C", "N", "H", "H", "H", "H", "H", "H", "H", "H"], "xyz": [[-1.5488, 0.4398, 1.1818], [-0.6604, -0.1041, 0.1049], [0.5830, 0.2710, -0.0783], [1.3982, -0.5714, -1.0412], [-2.5951, 0.2473, 0.9674], [-1.3801, -0.1125, 2.1122], [-1.4337, 1.5209, 1.2828], [-1.1368, -0.8296, -0.5496], [1.1703, 1.0984, 0.2856], [1.9322, -1.2367, -0.4800], [0.7572, -1.0654, -1.6605], [2.0898, -0.0252, -1.5692]], "charge": 1, "gap_ev": 11.37}

---

{"formula": "C18H53AsF6O8", "method": "wB97M-V/def2-TZVPD", "elements": ["O", "H", "H", "H", "As", "F", "F", "F", "F", "F", "F", "C", "C", "O", "H", "H", "H", "H", "H", "H", "C", "C", "O", "H", "H", "H", "H", "H", "H", "C", "C", "O", "H", "H", "H", "H", "H", "H", "C", "C", "C", "O", "H", "H", "H", "H", "H", "H", "H", "H", "C", "C", "C", "O", "H", "H", "H", "H", "H", "H", "H", "H", "C", "C", "C", "O", "H", "H", "H", "H", "H", "H", "H", "H", "C", "C", "C", "O", "H", "H", "H", "H", "H", "H", "H", "H"], "xyz": [[13.2095, 11.6624, 5.0031], [13.5843, 10.7344, 4.9170], [13.6830, 12.2954, 4.3979], [13.2566, 12.0056, 5.9307], [16.6795, 10.2221, 5.0701], [17.6737, 9.1386, 5.8946], [15.2852, 9.7435, 6.0118], [15.6353, 11.4558, 4.3851], [17.9527, 10.8305, 4.1077], [16.2269, 9.1241, 3.9138], [17.0440, 11.4193, 6.2477], [16.3200, 10.2955, 10.7070], [15.7858, 10.5000, 9.3001], [15.7033, 9.2773, 8.6762], [15.5262, 10.0007, 11.4153], [16.7796, 11.1829, 11.1353], [16.9849, 9.4250, 10.7397], [16.4862, 11.1369, 8.7547], [14.8073, 10.9997, 9.3566], [15.8406, 9.4256, 7.7191], [20.8319, 9.1214, 3.7639], [21.0289, 9.5402, 5.2115], [22.4216, 9.4036, 5.4789], [21.3588, 8.2024, 3.5350], [21.1896, 9.9249, 3.1136], [19.7677, 9.0154, 3.5328], [20.4592, 8.8702, 5.8728], [20.7212, 10.5572, 5.4643], [22.6441, 9.9486, 6.2401], [15.4892, 8.7590, 0.8317], [16.2025, 10.1030, 1.0281], [16.0484, 10.9733, -0.1401], [14.6440, 8.6152, 1.4981], [16.1539, 7.9137, 1.0620], [15.2597, 8.6484, -0.2276], [17.2246, 10.0200, 1.3999], [15.6831, 10.6779, 1.8106], [16.8532, 10.9455, -0.6717], [11.6714, 6.4428, 7.6800], [13.0544, 6.9283, 8.0362], [14.1684, 6.0585, 7.4129], [13.1091, 8.2921, 7.5478], [11.4976, 5.4073, 7.9503], [11.5076, 6.5806, 6.6066], [10.9399, 7.0821, 8.1851], [13.1414, 6.9478, 9.1311], [13.8187, 5.0174, 7.3737], [15.0737, 6.0342, 8.0194], [14.3806, 6.3642, 6.3930], [13.9621, 8.6609, 7.8397], [17.0675, 14.9200, 9.0057], [16.3745, 16.0674, 8.2324], [15.8328, 15.5854, 6.9390], [15.2096, 16.5489, 8.9801], [17.7793, 15.3137, 9.7458], [17.7502, 14.3469, 8.3622], [16.3691, 14.1981, 9.4164], [17.0997, 16.8715, 8.0770], [15.4816, 14.5587, 7.0257], [16.6515, 15.4891, 6.2217], [15.0650, 16.2570, 6.5565], [15.5134, 17.1012, 9.7110], [18.2881, 14.0673, 2.6033], [19.5954, 13.2811, 2.3186], [20.4780, 13.1795, 3.5770], [19.2800, 11.9861, 1.8619], [17.6864, 13.5043, 3.3238], [17.7159, 14.1545, 1.6761], [18.4579, 15.0594, 3.0256], [20.1845, 13.7913, 1.5523], [19.9566, 12.5879, 4.3307], [20.7422, 14.1725, 3.9567], [21.4253, 12.7015, 3.3194], [18.6784, 11.5737, 2.5031], [21.8492, 11.7160, 8.1149], [20.9995, 12.3318, 9.2079], [19.5043, 12.0685, 9.0648], [21.4901, 11.7106, 10.4280], [21.7605, 10.6332, 8.0440], [22.8917, 11.9273, 8.3576], [21.6027, 12.1892, 7.1594], [21.1771, 13.4149, 9.2682], [19.1682, 12.5460, 8.1394], [18.8969, 12.4554, 9.8803], [19.3750, 10.9920, 8.9337], [21.1629, 12.2077, 11.1864]], "gap_ev": 8.04}

---

{"formula": "C30H26Cl4GeIrN2PSe", "method": "wB97M-V/def2-TZVPD", "elements": ["Ir", "N", "C", "C", "C", "C", "C", "C", "P", "C", "C", "C", "C", "C", "C", "C", "C", "C", "C", "C", "C", "H", "H", "H", "H", "H", "H", "H", "H", "H", "H", "H", "H", "H", "H", "H", "H", "Cl", "Ge", "Cl", "Cl", "Cl", "C", "C", "C", "C", "C", "C", "C", "H", "H", "H", "H", "H", "H", "Se", "C", "C", "C", "N", "C", "C", "H", "H", "H", "H"], "xyz": [[0.1966, 0.7400, -1.7536], [0.5725, 2.6039, -0.7849], [-0.4654, 3.0077, 0.1830], [-0.6716, 4.3433, 0.4541], [-1.6563, 4.7084, 1.3657], [-2.4090, 3.7375, 2.0030], [-2.1852, 2.3936, 1.7324], [-1.2184, 2.0139, 0.8138], [-0.7959, 0.2890, 0.3656], [0.5291, -0.0810, 1.5606], [0.2547, -0.0034, 2.9289], [1.2580, -0.2098, 3.8590], [2.5520, -0.4881, 3.4330], [2.8365, -0.5540, 2.0792], [1.8279, -0.3499, 1.1448], [-2.2048, -0.7355, 0.8446], [-2.0287, -1.9017, 1.5839], [-3.1265, -2.6702, 1.9404], [-4.4034, -2.2739, 1.5712], [-4.5834, -1.1096, 0.8347], [-3.4892, -0.3419, 0.4701], [0.7363, 3.3647, -1.4421], [1.4564, 2.5231, -0.2743], [-0.0825, 5.1010, -0.0489], [-1.8371, 5.7551, 1.5680], [-3.1784, 4.0253, 2.7063], [-2.7832, 1.6359, 2.2245], [-0.7503, 0.2175, 3.2687], [1.0338, -0.1537, 4.9157], [3.3365, -0.6500, 4.1603], [3.8406, -0.7683, 1.7405], [2.0761, -0.4197, 0.0904], [-1.0380, -2.2203, 1.8802], [-2.9750, -3.5833, 2.5007], [-5.2595, -2.8696, 1.8590], [-5.5775, -0.7953, 0.5469], [-3.6394, 0.5650, -0.1019], [-0.9972, 1.3396, -5.2694], [-1.4337, 1.6935, -3.1783], [-1.5242, 3.8378, -3.0028], [-3.4486, 1.0053, -2.8697], [3.4017, 3.3043, -1.9723], [3.6180, 1.5844, -1.7837], [4.6634, 1.1589, -0.9807], [4.9220, -0.1965, -0.8467], [4.1398, -1.1187, -1.5289], [3.0989, -0.6780, -2.3255], [2.7935, 0.6878, -2.4794], [1.6422, 1.0806, -3.3200], [5.2829, 1.8919, -0.4827], [5.7503, -0.5251, -0.2333], [4.3532, -2.1770, -1.4527], [2.5039, -1.3960, -2.8790], [1.6705, 2.0903, -3.7208], [1.5321, 0.3994, -4.1645], [-0.3649, -1.2966, -2.8736], [-0.6042, -2.6610, -1.5528], [-1.8220, -3.3263, -1.4976], [-1.9366, -4.3898, -0.6148], [-0.9411, -4.8110, 0.1602], [0.2176, -4.1685, 0.0878], [0.4440, -3.0827, -0.7514], [-2.6623, -3.0309, -2.1124], [-2.8747, -4.9265, -0.5358], [1.0139, -4.5315, 0.7282], [1.4134, -2.6037, -0.7708]], "multiplicity": 2, "charge": 1, "gap_ev": [7.39, 5.76]}

---

{"formula": "C3H9NO3", "method": "wB97M-V/def2-TZVPD", "elements": ["C", "N", "C", "C", "O", "O", "H", "H", "H", "H", "H", "H", "H", "H", "H", "O"], "xyz": [[1.4844, 1.7032, 0.7800], [1.3731, 0.3677, 0.1603], [0.3212, -0.4299, 0.7746], [-1.0948, 0.0039, 0.5189], [-1.9531, -0.9518, 0.9685], [-1.4661, 0.9646, -0.0919], [2.1449, 2.2786, 0.1230], [2.0626, 1.5866, 1.6828], [0.5582, 2.2612, 0.7713], [1.1652, 0.5126, -0.8055], [0.5544, -0.3663, 1.8379], [0.4524, -1.4929, 0.5658], [-2.8470, -0.5810, 0.9174], [-0.3494, -2.0758, -3.2678], [-1.1674, -1.8896, -1.9866], [-1.2386, -1.8910, -2.9488]], "gap_ev": 10.06}

---

{"formula": "C4H6BeF4N2O12S4", "method": "wB97M-V/def2-TZVPD", "elements": ["Be", "N", "S", "O", "O", "F", "S", "O", "O", "F", "N", "S", "O", "O", "F", "S", "O", "O", "F", "C", "C", "O", "O", "H", "H", "H", "C", "C", "O", "O", "H", "H", "H"], "xyz": [[0.1036, 0.1351, 0.1006], [0.1354, -1.8969, -1.1302], [0.8210, -3.0783, -1.8897], [0.9325, -2.9305, -3.3100], [0.7134, -4.4288, -1.4185], [2.3418, -2.7653, -1.4443], [-1.4477, -2.4504, -1.4985], [-1.9881, -3.4925, -0.6933], [-1.9275, -2.4442, -2.8415], [-2.0403, -1.1045, -0.9025], [-1.1935, 1.8666, -0.9146], [-1.8252, 2.8340, 0.2662], [-3.1997, 2.7855, 0.6285], [-1.1118, 4.0638, 0.4502], [-1.1019, 2.0397, 1.4647], [-1.1569, 2.9180, -2.1130], [0.1463, 3.4621, -2.3164], [-2.2630, 3.7925, -2.3439], [-1.2388, 1.8166, -3.2646], [-1.2984, -2.2183, 3.4574], [-0.8674, -1.2073, 2.4256], [-1.6926, -0.7668, 1.5912], [0.3039, -0.7710, 2.3273], [-2.3664, -2.3940, 3.4060], [-0.8903, -1.8443, 4.3966], [-0.7595, -3.1337, 3.2055], [3.8655, 1.8181, 0.4434], [2.4521, 1.3044, 0.2394], [2.1586, 0.7539, -0.8398], [1.6011, 1.4494, 1.1495], [4.3401, 1.5086, 1.3732], [4.0015, 2.9015, 0.4082], [4.4521, 1.4771, -0.4125]], "charge": -2, "gap_ev": 8.42}

---

ΔE to the lowest compared entry with this formula, charge and spin in eV, matching the order above: 3.254; 0.231; 0.934; 0.000; 1.165; 0.949